The following is a quantum chemistry calculation of a structure of composition C22H34N11SZr, from OMol25.

Properties
HOMO ... -2.5 eV
LUMO energy ... 0.082 hartree
ΔE to the lowest compared entry with this formula, charge and spin ... 0.696 eV

Structure (ORCA input):
```
! RIJCOSX wB97M-V def2-TZVPD def2/J DEFGRID3
* xyz -1 1
Zr -0.037 -0.204 0.361
C -3.069 -2.830 2.572
C -2.452 -1.942 1.529
N -1.127 -1.681 1.616
N -0.471 -2.426 2.606
C 0.761 -2.686 2.376
N 1.437 -3.454 3.342
S 1.710 -2.218 0.981
C -3.205 -1.408 0.509
C -4.580 -1.703 0.216
C -5.070 -1.567 -1.037
C -4.181 -1.119 -2.094
C -2.990 -0.589 -1.765
N -2.536 -0.546 -0.449
H -2.631 -3.828 2.525
H -4.146 -2.915 2.457
H -2.837 -2.446 3.565
H 0.960 -3.409 4.233
H 2.410 -3.200 3.411
H -5.233 -2.066 1.001
H -6.103 -1.802 -1.259
H -4.479 -1.153 -3.135
H -2.321 -0.130 -2.487
C 4.424 0.926 -1.213
N 3.829 -0.140 -2.006
C 4.450 -0.294 -3.312
C 2.476 -0.360 -1.847
N 1.674 0.392 -1.198
N 2.050 -1.549 -2.442
C 0.762 -2.068 -2.380
N 0.631 -3.185 -3.190
N -0.131 -1.592 -1.620
H 5.504 0.784 -1.215
H 4.073 0.880 -0.182
H 4.201 1.921 -1.617
H 5.496 -0.571 -3.184
H 4.411 0.645 -3.878
H 3.959 -1.061 -3.904
H 2.112 1.251 -0.873
H 2.765 -2.257 -2.506
H 1.050 -3.105 -4.103
H -0.294 -3.585 -3.202
H -1.040 -2.037 -1.725
N 0.893 1.104 1.407
C 2.024 1.796 1.590
C 3.098 1.287 2.378
C 4.310 1.941 2.462
C 4.543 3.137 1.776
C 3.511 3.664 1.011
C 2.285 3.020 0.914
H 2.938 0.343 2.885
H 5.101 1.507 3.067
H 5.497 3.645 1.850
H 3.661 4.599 0.479
H 1.481 3.454 0.328
C -1.814 2.933 0.719
C -2.753 1.832 0.229
C -3.459 2.330 -1.039
C -3.804 1.560 1.310
N -1.899 0.667 -0.024
H -2.388 3.837 0.939
H -1.068 3.168 -0.045
H -1.269 2.621 1.609
H -3.979 3.271 -0.834
H -4.195 1.611 -1.399
H -2.727 2.505 -1.831
H -4.331 2.486 1.556
H -3.325 1.178 2.213
H -4.541 0.831 0.973
*
```